Entry 1:
19
Properties=species:S:1:pos:R:3 method="wB97M-V/def2-TZVPD" e_tot_ev=-8901.2011 gap_ev=7.997 spin_multiplicity=1 relative_energy_ev=6.225
C 1.10 0.02 0.91
C 0.04 -0.23 -0.79
C 0.44 1.12 -1.40
N 2.53 0.21 0.64
H 0.61 0.89 1.33
H 1.05 -0.69 1.74
H -0.24 -1.04 -1.46
H 0.30 -0.69 0.27
H 0.32 1.20 -2.47
H -0.19 1.89 -0.94
H 1.45 1.42 -1.15
H 2.96 -0.49 1.22
H 2.81 -0.09 -0.29
H -3.20 1.02 -0.64
H -1.95 0.06 -0.53
O -2.90 0.18 -0.30
H -2.46 -1.42 1.40
H -1.05 -1.49 0.87
O -1.61 -1.86 1.57



Entry 2:
8
Properties=species:S:1:pos:R:3 method="wB97M-V/def2-TZVPD" e_tot_ev=-17114.0817 smiles=FC(F)(F)[SiH3] gap_ev=11.097 spin_multiplicity=1 relative_energy_ev=7.665
F -1.50 -1.10 -0.66
C -1.09 -0.05 0.02
F -1.56 1.09 -0.48
F -1.65 -0.03 1.29
Si 1.13 0.02 0.03
H 1.95 0.69 -1.03
H 1.37 0.90 1.13
H 1.35 -1.53 -0.30



Entry 3:
8
Properties=species:S:1:pos:R:3 method="wB97M-V/def2-TZVPD" e_tot_ev=-13200.9512 gap_ev=10.652 spin_multiplicity=1 relative_energy_ev=0.864
C 0.76 0.09 1.59
C -0.66 0.74 -0.91
N 0.73 -1.02 1.85
N 0.16 0.08 -1.38
I -2.38 -2.70 0.67
H 0.96 1.08 1.25
H -1.14 -1.75 0.83
H 0.44 -0.84 -1.60



Entry 4:
11
Properties=species:S:1:pos:R:3 method="wB97M-V/def2-TZVPD" e_tot_ev=-9341.5787 gap_ev=8.167 spin_multiplicity=1 relative_energy_ev=2.603
O -1.92 -1.45 -0.49
C -0.97 -0.73 -0.25
C 0.42 -0.85 -0.66
C 1.17 0.39 -0.28
C 0.41 1.22 0.44
C -0.96 0.64 0.59
O -1.91 1.09 1.16
H 0.02 -1.43 0.49
H 0.78 -1.47 -1.50
H 2.23 0.51 -0.48
H 0.75 2.09 0.99



Entry 5:
13
Properties=species:S:1:pos:R:3 method="wB97M-V/def2-TZVPD" e_tot_ev=-7797.7975 smiles=N#CCCCO gap_ev=11.437 spin_multiplicity=1 relative_energy_ev=1.847
N -1.39 -2.24 -0.33
C -0.33 -1.77 -0.30
C 0.78 -0.96 0.18
C 0.93 0.46 -0.38
C -0.45 1.09 -0.21
O -0.99 0.70 1.06
H 0.16 -0.69 1.09
H 1.73 -1.51 0.29
H 1.67 0.95 0.27
H 1.28 0.59 -1.41
H -0.40 2.18 -0.22
H -1.09 0.73 -1.02
H -1.92 0.46 0.97



Entry 6:
11
Properties=species:S:1:pos:R:3 method="wB97M-V/def2-TZVPD" e_tot_ev=-15068.9690 gap_ev=5.217 spin_multiplicity=1 total_charge=-1 relative_energy_ev=2.437
O -2.39 1.51 -0.33
H -2.29 0.54 -0.26
C 0.99 0.17 0.82
C 0.49 -0.41 -0.49
S 1.17 -1.71 -1.30
H 1.26 1.24 0.68
H 1.83 -0.41 1.18
H 0.21 0.24 1.58
H -1.46 1.78 -0.22
H -0.47 -0.02 -0.83
H 0.65 -2.92 -0.83